Here is a structure of composition C27H39BrLuN7OSSi2 in a non-equilibrium geometry from the Open Molecules 2025 dataset. Energies are from ωB97M-V with the def2-TZVPD basis set.

```
! RIJCOSX wB97M-V def2-TZVPD def2/J DEFGRID3
* xyz 2 1
Lu 0.06247 -0.09620 -0.20887
N 1.42952 3.16025 1.88266
C 0.89386 2.83365 3.02118
C 1.14632 3.26721 4.34219
C 0.38038 2.70144 5.30756
C -0.63901 1.69430 5.03631
C -0.89596 1.25308 3.79237
C -0.11399 1.81552 2.72847
N -0.11822 1.53033 1.47297
C 0.84796 2.38168 0.79343
C 0.15558 2.71699 -1.75446
C 0.05809 3.49837 -2.85665
S 0.14948 2.56454 -4.27829
C 0.29825 1.16255 -3.35817
N 0.27384 1.36306 -2.06542
H 2.25051 3.74420 1.76135
H 1.90000 4.00951 4.56638
H 0.52825 3.01056 6.33470
H -1.19683 1.29029 5.87143
H -1.64801 0.50328 3.59037
H -0.04299 4.57145 -2.90364
H 0.39904 0.18238 -3.80310
C 0.20870 5.88048 -0.04777
C 0.93763 4.61034 -0.36082
C 2.26666 4.56627 -0.61601
C 3.07597 3.40119 -0.80715
C 2.79093 2.06854 -0.51962
Br 4.04799 0.83197 -1.19229
N 1.80688 1.49586 0.17745
C 0.16858 3.32712 -0.33447
H 0.86571 6.74670 -0.08473
H -0.24021 5.83021 0.95228
H -0.62286 6.04296 -0.74197
H 2.78492 5.51413 -0.72445
H 4.06244 3.56723 -1.21653
H -0.86171 3.49421 -0.01675
C -5.89648 -1.84931 -0.82566
N -4.58207 -1.23361 -0.67876
C -4.34706 0.20066 -0.53392
C -2.83777 0.21804 -0.53358
O -2.07193 1.19104 -0.47487
N -2.34259 -1.01943 -0.62098
C -3.40248 -1.85362 -0.74187
N -3.25043 -3.15502 -0.91624
H -6.63708 -1.20227 -0.36390
H -5.92617 -2.80612 -0.30556
H -6.15821 -1.99189 -1.87404
H -4.74675 0.58809 0.40481
H -4.76309 0.78254 -1.35719
H -2.31499 -3.52420 -0.98697
H -4.02985 -3.77080 -1.07103
C 2.47727 -2.37023 -2.59183
Si 0.84312 -3.03484 -1.99539
C 0.81621 -4.88856 -2.14429
C -0.47111 -2.35378 -3.18758
C 0.44288 -2.44680 -0.28270
Si 1.49406 -2.95889 1.15339
C 3.25242 -2.38072 0.98698
C 1.41090 -4.78709 1.45758
C 0.73261 -2.03933 2.62080
H 2.61698 -2.60365 -3.65251
H 3.32053 -2.80353 -2.04786
H 2.54055 -1.28262 -2.47978
H 0.78459 -5.20801 -3.19123
H -0.04837 -5.32275 -1.63120
H 1.71565 -5.32481 -1.69879
H -0.02624 -2.13002 -4.16485
H -0.95997 -1.44373 -2.82419
H -1.26661 -3.08381 -3.37992
H -0.56305 -2.82490 -0.03424
H 3.75609 -2.84961 0.13752
H 3.82601 -2.63354 1.88529
H 3.30969 -1.29528 0.85157
H 2.01161 -5.32901 0.72143
H 0.37983 -5.14485 1.38054
H 1.78788 -5.05838 2.44939
H 0.74573 -0.94740 2.46487
H 1.27343 -2.21149 3.55758
H -0.30585 -2.35209 2.77924
*
```

Computed properties:
HOMO level (alpha / beta) = -0.4585 / -0.4584 Ha
max |F| = 1.87 eV Å⁻¹
HOMO-LUMO gap (alpha / beta) = 4.26 / 4.26 eV

Here is a structure of composition C27H39Cl3KN3OSSbSe in a non-equilibrium geometry from the Open Molecules 2025 dataset. Energies are from ωB97M-V with the def2-TZVPD basis set.

```
! RIJCOSX wB97M-V def2-TZVPD def2/J DEFGRID3
* xyz -1 1
K -1.54099 0.74951 1.33985
Cl -2.68937 1.15868 8.22209
C -2.65979 0.61035 6.55583
C -3.06647 1.45048 5.54202
C -3.03719 0.99420 4.23913
Cl -3.57527 2.10305 2.95798
C -2.61838 -0.31430 3.84964
O -2.59788 -0.72342 2.64810
C -2.20761 -1.10672 4.96138
Cl -1.66386 -2.73692 4.63966
C -2.22783 -0.67394 6.26625
H -3.40563 2.45413 5.75910
H -1.90720 -1.33442 7.05903
Se 1.35963 1.57164 1.53780
C 2.92204 2.60511 1.72878
C 2.94804 3.78553 2.48653
C 4.07969 4.57898 2.53100
N 5.22020 4.31881 1.88707
C 5.20583 3.18390 1.17946
C 4.13025 2.32517 1.07398
H 2.06706 4.07700 3.04441
H 4.06004 5.48660 3.12595
H 6.12233 2.94398 0.64987
H 4.21514 1.43448 0.46433
C 1.84472 -2.77762 -2.97166
C 1.54115 -1.80681 -1.83954
C 2.24556 -2.27806 -0.56449
C 2.14274 -0.43580 -2.17020
Sb -0.52844 -1.43870 -1.33551
C -1.16218 -3.28128 -0.33557
C -2.68736 -3.32832 -0.25874
C -0.65389 -4.59034 -0.92549
C -0.67389 -3.15884 1.11477
C -1.61990 -1.40893 -3.22807
C -1.12136 -0.19619 -4.01753
C -1.54409 -2.64510 -4.11834
C -3.08842 -1.11873 -2.90427
H 2.92795 -2.94614 -3.00877
H 1.55007 -2.37961 -3.94398
H 1.36363 -3.74800 -2.85113
H 3.32814 -2.23395 -0.73299
H 2.00067 -3.30983 -0.31988
H 2.02905 -1.65207 0.30292
H 3.22384 -0.54857 -2.32067
H 1.99858 0.27469 -1.35372
H 1.73659 -0.00691 -3.08859
H -3.14755 -3.58647 -1.21026
H -3.12948 -2.40389 0.11542
H -2.96412 -4.10925 0.45859
H -0.93050 -4.73507 -1.96976
H -1.08162 -5.42357 -0.35521
H 0.43027 -4.67985 -0.85340
H -1.13504 -2.32698 1.64662
H 0.40338 -3.07638 1.21254
H -0.98512 -4.06234 1.65253
H -0.07602 -0.28999 -4.31520
H -1.28013 0.73420 -3.46472
H -1.70406 -0.11134 -4.94235
H -0.56758 -2.76818 -4.58479
H -2.27547 -2.54027 -4.92992
H -1.77847 -3.56891 -3.59264
H -3.21255 -0.30081 -2.19237
H -3.61638 -1.98575 -2.52125
H -3.59129 -0.81459 -3.83028
C -0.26996 5.11408 0.55341
N 0.34904 4.33207 -0.50108
C 1.69493 4.35069 -0.80376
C 1.91378 3.37863 -1.71118
N 0.68730 2.78736 -1.94592
C -0.26975 3.33595 -1.16576
S -1.92126 2.90223 -1.09263
H 0.42962 5.89681 0.83755
H -0.45607 4.45574 1.40421
H -1.20310 5.54748 0.19814
H 2.37176 5.01760 -0.30460
H 2.81907 3.04563 -2.17795
H 0.51043 1.95845 -2.49176
*
```

Computed properties:
HOMO level = -0.1649 Ha
max |F| = 2.05 eV Å⁻¹
HOMO-LUMO gap = 6.74 eV

Here is a structure of composition C27H39ClGeN2PPtSe from the Open Molecules 2025 dataset. Energies are from ωB97M-V with the def2-TZVPD basis set.

```
! RIJCOSX wB97M-V def2-TZVPD def2/J DEFGRID3
* xyz 3 3
Pt -1.17143 0.25293 -0.41828
Cl -3.58417 0.13691 1.26567
C -2.82277 0.57899 2.78908
C -3.59545 1.14741 3.77541
C -2.97542 1.53363 4.96275
C -1.61220 1.35242 5.14417
C -0.84957 0.75307 4.14864
C -1.45331 0.34572 2.95943
P -0.55617 -0.55165 1.68786
C -1.22914 -2.20649 1.62390
C -1.05637 -2.93445 0.43940
C -1.61412 -4.19673 0.31300
C -2.33931 -4.73249 1.37108
C -2.50918 -4.01228 2.54881
C -1.96564 -2.74422 2.67835
C 1.17575 -0.59547 2.08283
C 1.76481 -1.78679 2.50975
C 3.10434 -1.78732 2.87428
C 3.84717 -0.61699 2.80312
C 3.26140 0.57098 2.37053
C 1.92831 0.58223 2.00602
H -4.65976 1.28722 3.63542
H -3.57281 1.97849 5.74849
H -1.14246 1.66339 6.06780
H 0.20731 0.57653 4.30394
H -0.45874 -2.52245 -0.36736
H -1.47985 -4.76706 -0.59656
H -2.77307 -5.71966 1.27952
H -3.06857 -4.44271 3.36913
H -2.10734 -2.18676 3.59679
H 1.18419 -2.69877 2.56799
H 3.56577 -2.70277 3.22132
H 4.89134 -0.62653 3.08701
H 3.84945 1.47835 2.32628
H 1.46334 1.50515 1.67255
C 3.82188 -0.96328 -2.23149
Ge 2.66231 -1.52733 -3.68817
C 2.92408 -3.31842 -4.35742
C 2.52435 -0.18953 -5.08709
C 0.87689 -1.60600 -2.71022
Se 0.06588 0.14274 -2.57713
C -1.28627 -0.07390 -3.95735
H 4.79880 -0.64838 -2.59942
H 3.97099 -1.78694 -1.53147
H 3.37097 -0.12179 -1.69870
H 3.90002 -3.38545 -4.83923
H 2.15972 -3.55467 -5.09709
H 2.88795 -4.04941 -3.55041
H 3.51001 -0.06864 -5.53920
H 2.21508 0.78326 -4.70259
H 1.83930 -0.50804 -5.87416
H 1.11494 -1.95270 -1.70577
H 0.15345 -2.27745 -3.17253
H -0.73598 -0.26230 -4.87822
H -1.85998 0.84309 -4.05985
H -1.93535 -0.91188 -3.72215
N -0.19582 4.59148 -0.93526
C -0.71868 3.77115 -2.08829
C -2.08545 3.22020 -1.72736
N -2.02770 2.41152 -0.48834
C -1.52187 3.23989 0.63238
C -0.13249 3.75377 0.31651
H -0.81698 5.39075 -0.77585
H 0.72105 4.98567 -1.15991
H 0.00502 2.97481 -2.25500
H -0.76766 4.40443 -2.97106
H -2.45041 2.60916 -2.55030
H -2.79598 4.04431 -1.59902
H -2.97007 2.10565 -0.25372
H -1.48647 2.64695 1.54474
H -2.19885 4.08408 0.81176
H 0.54931 2.93014 0.10544
H 0.26771 4.36124 1.12481
*
```

Computed properties:
HOMO level (alpha / beta) = -0.6016 / -0.6243 Ha
max |F| = 0.58 eV Å⁻¹
HOMO-LUMO gap (alpha / beta) = 8.54 / 6.19 eV
<S²> = 2.01

Here is a structure of composition C27H39ClN4O6PPdS2Te in a non-equilibrium geometry from the Open Molecules 2025 dataset. Energies are from ωB97M-V with the def2-TZVPD basis set.

```
! RIJCOSX wB97M-V def2-TZVPD def2/J DEFGRID3
* xyz -1 3
Pd -0.26032 -0.05719 -0.59462
N 7.28428 1.91071 1.76138
C 6.37958 1.48281 0.79688
C 5.85858 0.18891 0.83448
C 4.96978 -0.23179 -0.13842
C 4.58948 0.63921 -1.14232
C 5.14908 1.89951 -1.23152
C 6.03988 2.32191 -0.26572
S 3.31288 0.17231 -2.32162
O 3.54718 0.88121 -3.55332
O 3.33058 -1.27419 -2.40382
N 1.88878 0.55211 -1.62262
C 1.60588 1.80871 -1.33812
N 0.36898 2.01081 -0.80262
C 0.04418 3.21031 -0.38602
C 0.90798 4.29151 -0.52412
C 2.12778 4.01231 -1.12502
N 2.48378 2.81011 -1.52012
H 7.20458 1.46191 2.66148
H 7.38038 2.91171 1.82878
H 6.15358 -0.48049 1.62958
H 4.58768 -1.24109 -0.14282
H 4.87188 2.52411 -2.06402
H 6.47838 3.30931 -0.31992
H -0.92692 3.30481 0.08378
H 0.64868 5.28031 -0.17852
H 2.87068 4.79071 -1.27562
C -5.49062 2.03041 0.64768
C -4.87082 1.45191 1.90998
O -3.46952 1.48151 1.78658
P -2.54882 0.15331 1.87418
O -1.19272 0.59741 1.45118
Te -3.69092 -1.75289 0.99788
O -2.48922 -0.00059 3.50388
C -1.58012 -1.01439 3.90118
C -2.30772 -2.06409 4.72198
H -6.57342 2.00621 0.70918
H -5.16462 1.44521 -0.20672
H -5.15972 3.05571 0.50838
H -5.21752 0.41771 2.06818
H -5.14862 2.04151 2.79278
H -0.78072 -0.54069 4.48068
H -1.12382 -1.47619 3.02178
H -2.69392 -1.61399 5.63268
H -1.63732 -2.88169 4.97628
H -3.14002 -2.44539 4.13498
Cl -2.26202 -0.73399 -4.73872
C -2.86172 0.76411 -4.10442
C -3.45662 1.65481 -4.96982
C -3.92252 2.87471 -4.49982
C -3.75342 3.20131 -3.15692
C -3.18262 2.30431 -2.29192
C -2.75272 1.01961 -2.71542
C -2.35152 0.06431 -1.75982
H -3.55702 1.40081 -6.01642
H -4.40422 3.56491 -5.17642
H -4.08912 4.16411 -2.79622
H -3.06142 2.54321 -1.24512
H -2.36242 -0.98489 -2.06502
H -2.70512 0.29581 -0.75182
C -1.33022 -5.45099 0.96618
C -0.41082 -5.19199 -0.22162
C -0.73542 -3.90379 -0.96152
S -0.24052 -2.31439 -0.12712
O -0.66412 -2.46469 1.27388
C 1.58518 -2.54289 -0.08872
C 2.08318 -2.15769 1.29548
C 2.02518 -0.65059 1.54238
H -0.96932 -6.30289 1.53938
H -2.34472 -5.65939 0.63588
H -1.35782 -4.57449 1.60228
H -0.50092 -6.02169 -0.92972
H 0.62638 -5.17569 0.12188
H -1.81232 -3.80619 -1.09732
H -0.23572 -3.84849 -1.92692
H 1.98398 -1.89349 -0.87342
H 1.82718 -3.57759 -0.31642
H 3.11178 -2.51159 1.43178
H 1.44468 -2.66239 2.02948
H 2.75748 -0.12359 0.93008
H 2.23898 -0.43319 2.58908
H 1.02358 -0.24699 1.31458
*
```

Computed properties:
HOMO level (alpha / beta) = -0.1506 / -0.1569 Ha
max |F| = 1.78 eV Å⁻¹
HOMO-LUMO gap (alpha / beta) = 6.58 / 5.78 eV
<S²> = 2.03

Here is a structure of composition C27H39CrF7O33P3 in a non-equilibrium geometry from the Open Molecules 2025 dataset. Energies are from ωB97M-V with the def2-TZVPD basis set.

```
! RIJCOSX wB97M-V def2-TZVPD def2/J DEFGRID3
* xyz 0 6
Cr -1.56525 0.92434 -0.63734
P -0.06297 -0.51419 0.59813
O 0.47511 0.66315 -0.25311
O 0.98341 -1.41500 1.32407
O -1.14720 -1.14714 -0.29471
O -1.07534 0.48196 1.32271
C -3.51368 -2.25371 1.28310
C -2.79284 -2.02030 2.63231
O -2.84498 -3.22707 3.37033
C -3.20158 -4.19366 2.51777
O -3.24332 -5.39692 2.66405
O -3.41371 -3.61305 1.32646
F -3.47330 -1.03093 3.21848
H -3.17631 -1.77572 0.36341
H -4.51119 -1.90027 1.54412
H -1.75724 -1.73423 2.44840
C 0.42123 -4.24937 0.39856
C 1.33516 -3.49012 -0.60598
O 0.84689 -3.88213 -1.83362
C 0.20427 -5.07171 -1.70757
O -0.29326 -5.68860 -2.66223
O 0.33913 -5.50399 -0.36959
F 2.61883 -3.81509 -0.60973
H -0.47002 -3.62571 0.46803
H 0.94059 -4.42630 1.34040
H 1.35640 -2.40255 -0.53638
C -2.22196 2.96374 2.79094
C -0.87424 3.55947 2.47563
O -0.45161 3.63100 3.84169
C -1.33759 3.63568 4.68700
O -1.17450 3.61702 5.90645
O -2.52227 3.45127 4.04449
F -1.13314 4.80935 1.94309
H -2.05742 1.89279 2.67226
H -3.01134 3.22111 2.08471
H -0.17621 3.00106 1.85190
C 3.87753 -0.30073 0.86034
C 3.18565 0.84563 1.60381
O 3.69366 2.06923 1.13767
C 4.69459 1.79476 0.20121
O 5.46012 2.64401 -0.27637
O 4.84143 0.40731 0.18540
F 3.41331 0.81526 2.86752
H 3.28296 -0.86555 0.14231
H 4.19394 -1.07537 1.55884
H 2.10887 0.86926 1.43628
C 1.53291 -3.59244 4.19481
C 2.70767 -2.64152 3.86272
O 3.75589 -3.58469 3.60162
C 3.46106 -4.73668 4.08548
O 4.17320 -5.76415 3.96743
O 2.29477 -4.69264 4.75174
F 3.14437 -1.91256 4.83955
H 0.97883 -4.00365 3.35100
H 0.88207 -3.26362 5.00498
H 2.46275 -2.08020 2.96102
C 2.73208 -0.46651 -2.95470
C 2.61196 -0.36503 -4.44695
O 2.98205 -1.68029 -4.76674
C 3.90030 -2.14107 -3.92574
O 4.71880 -3.10690 -4.13564
O 3.84834 -1.40000 -2.80702
F 3.60156 0.48261 -4.91713
H 1.85114 -1.01938 -2.62851
H 2.53541 0.44892 -2.39665
H 1.61293 -0.24435 -4.86584
C 0.66912 0.56007 4.62741
C -0.46846 -0.44372 4.43614
O -1.23757 -0.34305 5.60933
C -0.49485 0.22111 6.62643
O -0.73010 0.15167 7.81866
O 0.58408 0.85019 5.99306
F -0.19893 -1.68443 4.14748
H 0.34186 1.46513 4.11567
H 1.58475 0.14943 4.20186
H -0.99187 -0.14415 3.52818
C -2.41340 1.85771 -5.49920
O -2.86520 0.64054 -5.08403
P -2.03884 -0.23384 -3.97170
O -1.77063 0.53597 -2.69990
O -2.86072 -1.61542 -3.79652
C -2.58655 -2.53432 -2.81220
O -0.66265 -0.70128 -4.74623
C -0.69150 -1.48612 -6.00511
H -2.75293 1.92332 -6.53289
H -1.39709 2.16845 -5.25702
H -3.07385 2.54503 -4.97053
H -2.75672 -1.98613 -1.88559
H -1.60077 -2.99856 -2.78365
H -3.25489 -3.39054 -2.90339
H -0.03015 -2.35030 -5.94257
H -0.57610 -0.82896 -6.86703
H -1.67541 -1.95510 -5.99779
C 1.52859 4.15319 -1.48591
O 0.42454 4.83005 -2.03087
P -1.13809 4.27322 -1.83046
O -1.38416 2.89929 -1.27188
O -1.79749 5.48021 -0.94859
C -3.17010 5.74994 -0.95542
O -1.74651 4.38530 -3.34791
C -1.66355 5.59091 -4.02200
H 1.37123 3.20566 -0.97061
H 2.06881 4.70731 -0.71831
H 2.25798 4.09806 -2.29402
H -3.26846 6.68127 -1.51314
H -3.57795 5.99434 0.02540
H -3.76682 5.00354 -1.47975
H -0.97590 5.49190 -4.86189
H -1.11656 6.28135 -3.37999
H -2.65490 5.88793 -4.36422
*
```

Computed properties:
HOMO level (alpha / beta) = -0.3807 / -0.3807 Ha
max |F| = 9.14 eV Å⁻¹
HOMO-LUMO gap (alpha / beta) = 9.22 / 5.62 eV
<S²> = 8.77